Computed, not measured: a 2-piece molecular cluster, C4H7FN2O overall at a distorted geometry, with ωB97M-V/def2-TZVPD.

The value obtained for the total energy is -440.93764 Eh. The value obtained for the energy above the lowest of the compared OMol25 structures with the same formula, charge and spin is 8.533 eV. The LUMO energy is 0.297 eV. For the HOMO-LUMO gap, the calculation gives 0.300 Ha.

Structure (ORCA input):
```
! wB97M-V def2-TZVPD RIJCOSX def2/J DEFGRID3
* xyz 0 1
C -2.506 0.946 -0.108
C -1.749 -0.338 -0.222
C -0.373 -0.208 -0.301
C 1.715 -1.397 -0.076
H -3.181 0.767 0.886
H -3.077 1.466 -1.101
H -1.478 1.854 0.501
H 0.112 0.833 -0.452
H 2.126 -2.455 0.214
H 3.766 -0.195 -0.496
H 2.062 0.600 1.287
N 0.413 -1.235 0.137
N 2.553 -0.177 -0.412
O 1.986 0.977 0.140
F -2.369 -1.437 0.000
*
```

Computed, not measured: C11H30Cu3O13 as an isolated structure at a distorted geometry, with ωB97M-V/def2-TZVPD.

The value obtained for the total energy is -6335.55393 Eh. The value obtained for the energy above the lowest of the compared OMol25 structures with the same formula, charge and spin is 21.048 eV. The LUMO energy is -5.486 eV. For the HOMO-LUMO gap, the calculation gives 0.230 Ha.

Structure (ORCA input):
```
! wB97M-V def2-TZVPD RIJCOSX def2/J DEFGRID3
* xyz 1 1
Cu -1.782 -1.295 0.497
Cu -0.626 -1.058 -2.253
Cu 1.502 -1.679 -0.878
C -0.185 0.112 -0.084
O -0.175 -1.075 -0.529
O 0.866 0.757 0.084
O -1.323 0.610 0.203
C -0.888 -3.761 0.948
C -0.731 -4.978 -0.010
O 0.428 -4.803 -0.808
O -1.200 -2.629 0.146
H 0.044 -3.447 1.419
H -1.694 -3.876 1.672
H -1.573 -5.111 -0.689
H -0.614 -5.874 0.599
H 0.133 -4.246 -1.532
H -0.799 -2.738 -0.720
C 1.572 1.911 -2.491
C 2.758 0.949 -2.219
O 2.300 -0.279 -1.658
O 1.155 2.421 -1.204
H 0.701 1.304 -2.739
H 1.798 2.680 -3.229
H 3.481 1.493 -1.611
H 3.239 0.692 -3.163
H 1.970 -0.128 -0.769
H 0.728 1.730 -0.693
C -3.258 1.805 -0.685
C -2.985 0.958 -1.941
O -1.562 0.643 -2.026
O -3.226 0.923 0.430
H -4.259 2.214 -0.817
H -2.438 2.522 -0.667
H -3.395 1.460 -2.817
H -3.694 0.142 -1.804
H -1.290 0.390 -1.141
H -2.279 0.830 0.555
C -0.170 3.220 1.489
C 1.332 3.146 1.468
O 1.658 1.812 1.802
O -0.801 2.722 0.290
H -0.490 4.230 1.746
H -0.611 2.667 2.319
H 1.722 3.886 2.167
H 1.792 3.387 0.510
H 1.333 1.259 1.088
H -0.653 1.778 0.193
C 1.129 -0.616 2.774
C 1.508 -1.526 1.630
O 2.188 -0.812 0.707
O -0.095 0.145 2.505
H 1.929 0.094 2.986
H 0.891 -1.008 3.763
H 0.651 -2.072 1.236
H 2.219 -2.277 1.974
H 1.611 -0.160 0.304
H 0.155 0.552 1.673
*
```

Computed, not measured: an isolated ion of composition C3H8NS and charge -1 at a distorted geometry, with ωB97M-V/def2-TZVPD.

The value obtained for the total energy is -572.04018 Eh. As for the SMILES: CNCC[S-]. The value obtained for the energy above the lowest of the compared OMol25 structures with the same formula, charge and spin is 1.036 eV. The LUMO energy is 3.814 eV. For the HOMO-LUMO gap, the calculation gives 0.220 Ha.

Structure (ORCA input):
```
! wB97M-V def2-TZVPD RIJCOSX def2/J DEFGRID3
* xyz -1 1
C -0.700 -2.622 0.967
N 0.196 -1.418 0.968
C -0.458 -0.281 0.242
C 0.573 0.877 0.099
S 0.183 2.041 -1.175
H -0.259 -3.418 0.349
H -0.778 -3.022 1.979
H -1.656 -2.415 0.489
H 0.996 -1.751 0.445
H -1.263 0.057 0.890
H -0.788 -0.649 -0.731
H 0.798 1.086 1.154
H 1.482 0.355 -0.255
*
```